Molecular formula: C16H14N6O2S5
Method: DFT, the ωB97M-V functional and the def2-TZVPD basis

Each line ends with the Mulliken charge.
Geometry (Å):
C: 1.453 4.371 -1.424  -1.199
C: 1.155 3.439 -0.304  -0.108
C: 0.017 3.401 0.434  -0.106
S: 0.097 2.152 1.626  -0.245
C: 1.697 1.751 0.999  0.390
N: 2.088 2.508 0.043  -0.285
N: 2.382 0.718 1.567  0.112
C: 3.631 0.226 1.268  0.213
O: 4.086 -0.679 1.926  -0.608
C: 4.356 0.818 0.086  -0.615
H: 4.322 1.905 0.083  0.463
H: 5.376 0.436 0.063  0.474
S: 3.504 0.314 -1.460  -0.169
C: 3.048 -1.300 -0.912  -0.283
N: 3.955 -2.193 -0.655  -0.509
S: 3.320 -3.515 0.046  0.064
C: 1.693 -2.913 -0.003  0.833
C: 1.702 -1.658 -0.594  0.279
C: 0.637 -0.790 -0.842  0.347
N: -0.206 -0.038 -1.056  -0.490
S: 0.429 -3.879 0.677  -0.233
C: -1.003 -2.762 0.679  -0.708
C: -0.744 -1.500 1.466  -0.028
O: 0.267 -1.278 2.096  -0.605
N: -1.753 -0.581 1.439  0.181
C: -2.881 -0.564 0.663  0.505
N: -3.374 -1.551 0.004  -0.295
C: -4.508 -1.201 -0.668  0.040
C: -4.886 0.093 -0.502  -0.260
S: -3.787 0.933 0.530  -0.166
H: -5.732 0.599 -0.917  0.428
C: -5.207 -2.225 -1.491  -1.163
H: -4.546 -2.578 -2.280  0.287
H: -5.473 -3.079 -0.871  0.291
H: -6.105 -1.806 -1.935  0.340
H: -1.532 0.294 1.907  0.082
H: -1.814 -3.327 1.141  0.559
H: -1.300 -2.526 -0.343  0.546
H: 1.881 0.179 2.272  0.248
H: -0.857 4.014 0.357  0.461
H: 2.324 4.977 -1.180  0.286
H: 0.604 5.019 -1.617  0.364
H: 1.686 3.795 -2.318  0.280

Atoms 1-2, force components in eV/Å:
C -0.01 -0.05 0.06
C -0.83 0.25 0.29

Values from the calculation:
electronic energy = -84031.7336 eV
ΔE to the lowest compared entry with this formula, charge and spin = 14.8 kJ/mol
HOMO = -8.375 eV
gap between HOMO and LUMO = 8.6 eV